(1)
93
Properties=species:S:1:pos:R:3:forces:R:3 method="wB97M-V/def2-TZVPD" relative_energy_kcal_mol=0.0 charge=0 multiplicity=1 mol_weight_da=712.0
C 3.332 2.160 0.374 0.199 0.024 0.023
O 3.243 0.753 0.138 -0.051 0.132 0.207
C 3.871 0.282 -0.925 0.103 0.190 -0.192
O 4.607 0.875 -1.668 0.079 0.201 -0.103
O 3.548 -1.000 -1.046 -0.169 -0.614 0.086
C 4.241 -1.720 -2.053 0.961 -0.524 -0.093
H 3.967 2.320 1.243 -0.015 0.022 0.007
H 2.326 2.518 0.574 -0.029 0.007 0.022
H 3.750 2.668 -0.491 -0.032 -0.005 -0.023
H 5.327 -1.726 -1.894 -0.184 0.421 0.139
H 4.062 -1.349 -3.059 -0.245 0.058 0.071
H 3.958 -2.765 -1.953 -0.474 0.100 -0.108
C -0.908 -2.943 -2.671 -0.132 0.831 -0.121
O 0.193 -3.813 -2.878 0.260 -0.152 -0.275
C 0.912 -4.216 -1.832 -0.189 -0.044 0.094
O 0.709 -3.956 -0.675 0.002 0.118 0.121
O 1.892 -4.985 -2.289 0.082 0.073 -0.519
C 2.787 -5.528 -1.325 -0.339 -0.240 0.288
H -0.774 -2.064 -3.306 0.197 -0.139 -0.052
H -0.957 -2.571 -1.650 -0.149 -0.367 0.131
H -1.822 -3.426 -3.012 -0.005 -0.242 0.338
H 3.239 -4.741 -0.728 0.089 0.036 -0.014
H 3.524 -6.086 -1.889 0.110 0.078 -0.047
H 2.248 -6.210 -0.665 0.052 0.069 0.041
C -3.094 2.980 2.059 0.254 0.262 -0.531
O -3.362 4.302 2.543 -0.161 -0.198 0.052
C -2.640 5.276 2.004 -0.126 0.218 0.178
O -1.731 5.160 1.227 0.257 -0.389 -0.245
O -3.098 6.433 2.468 -0.322 0.112 0.177
C -2.455 7.584 1.933 0.491 0.122 -0.534
H -3.157 2.959 0.969 -0.108 0.063 0.058
H -3.862 2.343 2.476 0.076 -0.076 0.205
H -2.083 2.669 2.320 -0.110 -0.089 0.250
H -3.037 8.458 2.196 -0.123 -0.086 0.259
H -2.392 7.520 0.844 -0.068 -0.049 0.088
H -1.435 7.661 2.312 -0.075 0.053 0.096
C -1.086 -2.060 6.521 -0.361 -0.003 0.651
O -0.575 -1.842 5.222 0.147 0.008 -0.203
C -0.890 -2.775 4.321 -0.050 -0.091 0.061
O -1.568 -3.749 4.511 -0.183 -0.114 0.165
O -0.316 -2.445 3.182 0.042 0.262 -0.497
C -0.658 -3.250 2.038 0.258 0.208 0.117
H -2.136 -1.768 6.592 0.029 -0.030 -0.166
H -0.513 -1.427 7.193 0.098 -0.026 -0.052
H -1.007 -3.104 6.818 0.100 0.001 -0.057
H -1.735 -3.311 1.893 0.019 -0.125 0.217
H -0.183 -4.224 2.117 -0.265 -0.119 0.033
H -0.216 -2.725 1.208 0.098 0.066 -0.268
Cl 0.652 1.476 -5.205 -0.108 -0.083 -0.025
C 2.025 0.483 -4.739 0.336 0.076 -0.290
Cl 3.282 0.549 -5.986 0.022 0.064 0.005
Cl 1.561 -1.201 -4.490 -0.096 0.055 0.174
H 2.455 0.898 -3.836 -0.144 -0.137 0.202
C -2.174 5.431 -2.084 0.273 0.548 -0.312
C -1.324 5.354 -3.339 0.148 -0.191 0.570
C -0.130 4.435 -3.293 0.135 0.466 -0.038
O -1.580 6.001 -4.316 -0.236 0.403 -0.622
H -2.849 4.578 -2.015 0.131 -0.133 0.161
H -2.768 6.344 -2.133 -0.105 -0.074 -0.032
H -1.504 5.495 -1.228 -0.254 -0.290 0.217
H 0.616 4.757 -4.017 -0.168 -0.129 -0.235
H -0.486 3.437 -3.543 0.263 -0.160 0.153
H 0.354 4.456 -2.317 -0.187 -0.338 0.107
C 3.748 -4.030 4.170 0.260 -0.063 0.222
C 3.622 -2.926 3.146 -0.377 -0.453 0.084
C 2.797 -3.259 1.927 0.048 0.265 -0.411
O 4.102 -1.838 3.322 0.233 0.314 -0.041
H 4.084 -4.968 3.722 -0.089 0.036 -0.118
H 2.768 -4.219 4.616 -0.019 0.004 -0.059
H 4.447 -3.752 4.958 -0.053 0.090 -0.044
H 2.234 -2.384 1.604 -0.102 -0.013 0.163
H 2.142 -4.111 2.086 -0.065 0.002 0.022
H 3.436 -3.489 1.071 0.213 -0.078 0.191
C -0.994 1.957 -0.719 -0.589 0.611 0.425
C 0.248 1.156 -0.921 0.346 -0.420 -0.017
C 0.411 -0.036 -0.028 -0.247 -0.603 -0.257
O 1.088 1.439 -1.751 -0.207 0.177 -0.154
H -0.871 2.644 0.127 0.306 0.062 -0.120
H -1.848 1.352 -0.407 0.125 -0.256 -0.243
H -1.243 2.566 -1.584 0.055 -0.050 -0.079
H 0.659 0.269 0.991 0.043 -0.034 -0.004
H 1.171 -0.705 -0.432 0.148 0.178 0.207
H -0.530 -0.590 0.003 -0.114 0.136 0.171
C -5.281 -1.726 -0.827 -0.318 -0.162 0.345
C -3.950 -1.055 -0.998 -0.120 0.178 -0.135
C -3.647 -0.437 -2.338 -0.087 -0.263 -0.451
O -3.172 -0.945 -0.082 0.284 -0.065 0.248
H -5.366 -2.176 0.161 0.178 -0.028 -0.021
H -5.470 -2.490 -1.582 0.029 0.111 -0.134
H -6.068 -0.969 -0.896 0.039 -0.031 -0.204
H -4.557 -0.147 -2.865 0.019 0.263 0.154
H -3.178 -1.158 -3.016 0.081 -0.115 0.249
H -2.954 0.388 -2.203 -0.061 0.120 -0.096

(2)
161
Properties=species:S:1:pos:R:3:forces:R:3 method="wB97M-V/def2-TZVPD" relative_energy_kcal_mol=3.5 charge=0 multiplicity=1 mol_weight_da=874.2
C 0.264 4.698 -1.338 0.094 -0.241 -1.416
O 0.885 4.040 -2.491 0.069 0.090 1.773
C 1.390 4.959 -3.432 -0.043 -0.230 0.234
C 0.279 5.434 -4.358 0.596 -0.940 -0.094
C -0.395 4.299 -5.141 -0.463 -0.052 0.230
N 0.958 6.315 -5.263 -0.157 1.098 -0.917
H -0.081 3.934 -0.642 -0.053 -0.039 -0.307
H -0.562 5.286 -1.741 -0.353 -0.074 0.379
H 0.899 5.399 -0.796 0.509 -0.165 -0.163
H 1.917 5.775 -2.937 -0.425 0.561 0.323
H 2.234 4.544 -3.983 -0.374 -0.714 -0.312
H -0.489 5.922 -3.759 -0.213 0.137 0.081
H 0.209 3.807 -5.903 0.426 0.266 0.192
H -1.275 4.671 -5.665 -0.056 0.262 -0.070
H -0.782 3.527 -4.476 0.174 -0.002 0.173
H 1.202 7.175 -4.793 0.325 0.113 0.242
H 0.320 6.632 -5.979 -0.108 -0.109 -0.374
C -2.474 1.302 1.698 -0.194 0.328 -0.623
O -3.850 1.029 1.954 0.333 0.815 0.887
C -4.727 0.581 0.920 1.124 0.733 -0.383
C -6.152 0.610 1.468 -0.494 -0.399 -1.016
C -6.664 1.943 1.889 -0.416 0.924 0.962
N -6.208 -0.187 2.685 0.350 -0.057 -0.421
H -1.953 1.900 2.445 -0.716 -0.870 1.293
H -2.294 2.081 0.957 -0.590 -0.466 -1.381
H -1.934 0.377 1.492 0.191 0.169 -0.156
H -4.592 1.217 0.045 -0.182 0.263 -0.201
H -4.400 -0.413 0.616 -0.276 -0.434 -0.007
H -6.822 0.211 0.706 0.032 -0.198 -0.224
H -7.663 1.819 2.307 -0.367 -0.095 -0.638
H -6.644 2.756 1.163 0.128 -0.093 0.000
H -6.172 2.210 2.824 0.654 0.480 -0.255
H -5.322 0.199 2.977 0.380 -0.630 1.858
H -5.977 -1.132 2.412 0.078 -0.503 0.203
C -0.203 -1.548 0.547 2.007 0.945 0.630
O 0.795 -0.467 0.743 -1.149 -0.588 -0.128
C 1.146 0.115 -0.495 0.381 1.311 0.286
C 2.340 1.067 -0.291 0.867 -0.571 -0.130
C 2.152 2.158 0.734 -0.406 -0.686 1.171
N 2.817 1.725 -1.489 -0.648 -0.250 -0.802
H 0.402 -2.305 0.047 -0.845 -0.395 -0.383
H -1.091 -1.183 0.032 0.146 -0.127 -0.307
H -0.457 -1.918 1.540 -0.083 0.155 -0.063
H 1.393 -0.616 -1.264 -0.067 -0.205 -0.008
H 0.346 0.751 -0.872 -0.569 -0.119 -0.227
H 3.205 0.448 -0.053 -0.083 -0.220 0.804
H 1.750 3.090 0.337 0.165 -0.098 -0.221
H 3.088 2.326 1.266 0.061 0.356 -0.162
H 1.460 1.786 1.490 -0.144 0.115 0.176
H 2.028 2.164 -1.940 -0.225 0.570 -0.302
H 3.136 1.021 -2.139 0.215 -0.131 -0.188
C -5.183 -2.594 -1.917 0.719 -0.916 -0.498
O -4.418 -3.760 -1.467 -1.259 1.224 -1.121
C -3.824 -3.640 -0.201 -0.411 -0.360 -0.261
C -3.411 -5.054 0.199 -1.121 -0.547 0.084
C -4.589 -6.082 0.313 0.503 1.209 -0.241
N -2.681 -5.035 1.446 0.518 0.263 0.413
H -5.766 -2.047 -1.175 0.268 -0.299 0.618
H -5.902 -2.925 -2.667 0.095 -0.360 0.070
H -4.535 -1.890 -2.440 0.254 0.137 0.198
H -2.924 -3.027 -0.239 0.146 0.325 0.125
H -4.585 -3.175 0.427 0.251 -0.067 0.768
H -2.719 -5.379 -0.578 -0.085 -0.175 -0.213
H -5.284 -5.942 -0.514 0.227 -0.610 -0.237
H -5.184 -5.921 1.212 0.141 0.285 0.256
H -4.131 -7.065 0.422 -0.341 -0.190 -0.460
H -3.227 -4.509 2.113 0.010 0.315 0.340
H -2.657 -5.979 1.805 0.164 -0.219 0.124
C 3.316 3.197 5.866 0.248 -0.394 0.902
O 2.785 1.865 5.812 -0.124 1.175 -1.081
C 1.680 1.829 4.886 1.198 -0.330 0.893
C 1.054 0.448 4.764 -0.373 -0.568 0.570
C 1.830 -0.727 4.170 0.872 0.898 -0.124
N -0.100 0.667 3.945 -1.101 -0.744 -0.524
H 4.230 3.185 6.459 -0.014 -0.301 0.041
H 2.644 3.880 6.387 -0.384 0.010 0.008
H 3.591 3.674 4.925 -0.233 -0.454 -0.526
H 0.907 2.534 5.191 -0.242 -0.035 0.506
H 1.968 2.225 3.912 0.471 -0.289 -0.434
H 0.739 0.084 5.742 -0.161 0.415 0.374
H 2.564 -1.042 4.911 0.406 0.045 -0.409
H 2.255 -0.356 3.238 0.679 -0.166 -0.038
H 1.286 -1.619 3.858 -0.697 0.322 0.481
H 0.233 0.743 2.995 -0.387 0.023 -0.436
H -0.624 1.492 4.198 0.118 0.178 -0.133
C 3.449 -2.490 -1.309 -0.487 0.237 0.202
C 4.251 -2.081 -2.530 1.800 -1.848 2.174
C 4.219 -3.089 -3.587 -1.228 -1.520 -0.961
O 3.926 -0.851 -3.032 -0.731 2.439 -0.484
H 2.406 -2.707 -1.541 -0.116 -0.048 -0.152
H 3.455 -1.725 -0.533 0.066 0.121 -0.065
H 3.873 -3.388 -0.860 0.051 -0.040 -0.166
H 5.282 -2.074 -2.176 0.345 0.421 0.212
H 3.191 -3.125 -3.950 0.008 0.076 -0.576
H 4.322 -4.097 -3.184 0.594 -0.009 -0.037
H 4.918 -2.884 -4.398 -0.041 -0.139 0.010
H 4.731 -0.421 -3.328 -0.053 0.167 -0.130
C 0.229 -0.818 -6.437 1.436 0.812 0.086
C 1.539 -0.369 -5.633 -2.144 0.570 -0.363
C 1.557 1.111 -5.182 -0.308 -0.240 -0.212
O 1.534 -1.091 -4.409 0.480 -0.523 -0.578
H 0.202 -0.222 -7.349 0.013 0.027 -0.108
H -0.717 -0.632 -5.929 0.235 0.077 0.403
H 0.260 -1.864 -6.741 0.203 -0.022 0.254
H 2.430 -0.590 -6.221 -0.019 -0.214 -0.092
H 2.559 1.370 -4.841 0.126 0.154 -0.168
H 0.915 1.215 -4.307 -0.186 -0.067 0.011
H 1.195 1.847 -5.900 0.301 -0.194 -0.250
H 2.351 -0.868 -3.956 0.549 0.034 0.570
C 0.781 -4.366 2.861 -0.906 0.024 0.106
C 0.975 -5.343 1.712 1.149 1.412 -0.043
C 0.963 -6.783 2.134 -1.024 -0.584 -0.070
O 0.111 -5.046 0.627 0.612 -0.349 -0.190
H 1.492 -4.556 3.666 -0.025 0.159 0.021
H -0.237 -4.444 3.241 -0.139 -0.443 0.386
H 0.784 -3.322 2.548 0.693 -0.087 -0.221
H 1.967 -5.105 1.329 0.219 -0.184 -0.276
H 0.855 -7.372 1.223 0.247 -0.254 0.097
H 0.073 -6.970 2.736 -0.273 -0.090 0.057
H 1.789 -7.146 2.745 0.277 0.351 -0.245
H -0.795 -5.008 0.943 -0.766 0.136 0.385
O -1.309 3.430 4.124 -0.111 -0.697 -0.174
C -0.896 4.681 3.592 -1.150 -0.251 1.140
C -0.297 4.524 2.234 1.156 1.295 -0.531
O 0.219 5.828 1.897 -0.089 -0.066 -0.439
H -2.122 3.466 4.632 -0.052 0.352 -0.082
H -1.731 5.380 3.550 -0.138 0.001 -0.221
H -0.224 5.104 4.338 0.627 0.222 -0.387
H -0.979 4.326 1.407 -0.395 -0.264 0.457
H 0.511 3.794 2.181 -0.092 -0.239 0.267
H 0.961 6.058 2.461 0.076 -0.156 0.124
O -1.704 -1.387 5.190 -1.506 -1.764 -0.885
C -2.449 -1.807 3.996 2.009 0.851 -0.811
C -3.730 -2.461 4.329 -0.522 -0.049 1.400
O -4.414 -3.028 3.194 0.531 0.806 0.163
H -1.085 -0.746 4.833 0.417 0.590 -0.348
H -2.459 -0.916 3.368 -0.970 0.167 -0.064
H -1.954 -2.515 3.331 0.957 -0.414 0.332
H -4.256 -1.709 4.917 -1.021 -0.157 -0.267
H -3.481 -3.262 5.025 -0.008 -0.152 0.129
H -5.089 -3.632 3.512 -0.063 0.074 0.194
O 8.188 3.717 -0.403 0.994 -0.806 0.293
C 7.136 4.076 -1.280 -0.007 -0.412 0.868
C 5.908 3.256 -0.860 -1.837 0.459 -0.145
O 4.717 3.699 -1.538 1.635 1.267 -0.215
H 8.385 4.391 0.251 -0.297 0.058 -0.195
H 7.027 5.151 -1.137 -0.813 -0.005 -0.624
H 7.471 3.821 -2.285 -0.227 0.232 -0.109
H 5.745 3.353 0.214 0.297 0.360 0.301
H 5.966 2.177 -0.997 0.807 -0.143 -0.381
H 3.958 3.169 -1.286 -0.307 -0.869 0.023
O -0.754 -0.935 -3.162 -1.143 -0.698 0.315
C -1.364 -2.240 -3.258 1.053 0.058 0.831
C -0.384 -3.417 -3.049 0.122 -0.277 -0.685
O 0.571 -3.577 -4.104 -0.531 -0.152 0.252
H -0.037 -0.858 -3.796 0.316 -0.217 -0.014
H -2.074 -2.255 -2.431 -0.203 -0.152 -0.067
H -1.901 -2.396 -4.194 -0.005 0.146 -0.191
H -0.919 -4.367 -3.054 -0.415 0.116 0.105
H 0.159 -3.400 -2.104 -0.185 0.443 0.327
H 1.087 -2.767 -4.120 0.168 0.292 -0.325

(3)
17
Properties=species:S:1:pos:R:3:forces:R:3 method="wB97M-V/def2-TZVPD" relative_energy_kcal_mol=92.5 charge=0 multiplicity=1 mol_weight_da=137.1
C 1.696 1.813 -1.278 -0.607 0.480 0.861
C 0.866 1.654 2.027 -0.168 0.948 2.170
C 0.858 1.985 -0.157 -2.127 -3.745 0.621
C 0.138 0.254 0.449 2.700 4.208 -0.877
C -0.326 -1.032 -1.557 -1.118 0.967 0.613
C -1.426 -1.637 0.589 2.094 -0.061 -1.214
N 2.224 1.638 -2.286 0.447 -0.131 -0.565
N 1.132 2.416 1.070 1.459 -0.002 -0.391
N -0.357 -0.788 -0.107 -2.384 -2.015 0.702
O 0.176 0.446 1.754 -0.039 -0.398 -0.820
H 1.105 1.873 3.100 -0.724 -0.546 -1.287
H -1.269 -0.673 -1.999 -0.066 -0.480 0.230
H 0.369 -0.332 -1.962 1.133 -0.231 -0.537
H -0.208 -2.107 -1.733 0.399 0.519 -0.168
H -2.370 -1.233 0.326 -0.983 0.412 -0.206
H -1.308 -2.619 0.108 -0.236 0.145 0.625
H -1.299 -1.656 1.657 0.218 -0.072 0.244

(4)
20
Properties=species:S:1:pos:R:3:forces:R:3 method="wB97M-V/def2-TZVPD" relative_energy_kcal_mol=52.7 charge=0 multiplicity=1 mol_weight_da=103.2
C -0.040 1.593 2.745 1.274 -1.100 0.906
C -0.015 1.103 1.257 1.997 -0.663 2.255
C -0.837 1.609 0.138 -2.559 -0.886 1.964
N -2.245 1.615 0.220 -1.895 0.499 1.998
O -0.312 1.700 -0.912 0.977 0.754 -3.048
H -0.516 0.820 3.453 0.269 1.545 -1.047
H -0.419 2.624 2.859 0.030 -0.620 0.183
H 1.092 1.581 3.062 -2.255 0.269 -0.348
H 1.072 1.318 1.012 -1.518 -0.658 -0.557
H -0.198 -0.014 1.288 0.409 1.150 -0.295
H -2.746 1.635 -0.636 0.323 0.182 -1.081
H -3.009 1.791 0.968 2.956 -0.501 -0.946
C 1.704 -2.357 -2.194 4.112 1.252 3.413
C 0.392 -2.032 -1.724 -4.263 -1.740 -2.076
H 2.111 -3.254 -1.474 -0.381 2.203 -2.375
H 1.775 -2.436 -3.220 0.065 -1.381 -2.145
H 2.344 -1.362 -2.083 -0.644 -2.131 0.366
H -0.240 -2.964 -1.691 0.298 0.720 -0.211
H -0.208 -1.301 -2.275 0.394 -0.087 -0.609
H 0.294 -1.668 -0.793 0.409 1.193 3.652

Max |F| readings, ordered: 1.10, 3.37, 5.08, 5.49 eV/Å
HOMO readings, ordered: -9.350, -9.303, -7.580, -9.927 eV
Energy readings, ordered: -3566.41198, -2948.89556, -472.19443, -328.23485 Eh